This record from the Open Molecules 2025 dataset describes a 20-piece molecular cluster, C90H175F6N23O22S6 overall. The level of theory is wB97M-V/def2-TZVPD.

```
322
Properties=species:S:1:pos:R:3:forces:R:3
C 11.675 5.555 6.619 1.91 0.33 -0.49
C 10.496 5.484 5.690 -0.78 -0.24 0.91
N 9.320 5.227 6.501 -4.51 -0.79 2.48
C 8.718 6.048 7.501 0.54 -0.50 -0.15
C 7.600 5.421 8.016 1.23 0.82 -1.20
N 7.404 4.280 7.294 2.07 -0.75 -0.59
C 8.509 4.154 6.410 -1.94 0.59 1.35
C 6.313 3.261 7.537 1.12 -0.39 -1.45
H 11.539 6.095 7.556 -0.49 0.32 -0.26
H 12.452 6.083 6.066 -0.06 0.23 0.11
H 12.205 4.643 6.896 -0.69 -0.56 -0.25
H 10.456 4.640 5.000 0.75 0.28 -0.34
H 10.262 6.436 5.213 0.56 -0.01 -0.30
H 9.149 6.999 7.778 0.05 0.01 -0.09
H 6.940 5.777 8.793 -0.04 -0.13 -0.16
H 8.624 3.325 5.728 0.06 0.04 0.08
H 5.769 3.220 6.593 -0.44 0.02 0.34
H 5.661 3.410 8.398 0.35 0.71 -0.16
H 6.784 2.284 7.644 0.07 0.08 0.15
C 18.756 8.595 11.655 0.71 0.02 0.39
C 17.546 9.389 11.134 1.53 0.32 0.00
N 17.574 10.705 11.808 1.06 2.60 1.15
C 16.676 11.248 12.719 0.12 1.82 -1.45
C 16.923 12.652 12.776 1.38 -2.67 0.13
N 18.180 12.820 12.154 -1.55 -0.78 -0.89
C 18.533 11.657 11.556 -1.21 0.08 0.94
C 18.870 14.100 11.944 1.65 0.01 -0.18
H 18.564 8.043 12.575 -0.47 -0.42 -0.34
H 19.567 9.239 11.993 -0.19 0.65 -0.21
H 19.321 8.010 10.930 -0.74 -0.41 -0.23
H 16.580 8.891 11.220 0.12 0.23 0.55
H 17.678 9.722 10.104 0.25 -0.62 -0.30
H 15.985 10.522 13.120 -0.58 0.63 0.13
H 16.469 13.505 13.257 0.01 -0.44 0.24
H 19.496 11.529 11.085 0.06 -0.38 -0.76
H 19.900 14.030 12.294 -0.15 -0.20 0.87
H 18.418 14.977 12.407 -0.36 -0.52 0.05
H 19.142 14.312 10.910 -1.06 -0.21 -0.40
C 9.827 11.157 11.805 1.66 -0.32 0.63
C 10.988 11.525 10.780 -2.13 0.15 0.82
N 11.895 12.568 11.319 -0.75 1.45 -2.28
C 12.501 12.604 12.517 2.22 -0.24 0.81
C 13.411 13.613 12.441 0.86 1.12 1.18
N 13.260 14.346 11.325 -2.52 -2.18 -2.99
C 12.274 13.651 10.570 1.48 0.04 2.33
C 14.167 15.426 10.875 -0.64 -0.11 0.06
H 9.231 10.296 11.501 -0.08 0.40 -0.55
H 9.216 11.954 12.229 -0.11 0.38 -1.02
H 10.278 10.788 12.726 0.47 -0.24 0.05
H 10.520 11.915 9.877 0.20 0.26 0.00
H 11.554 10.646 10.472 0.15 0.04 0.40
H 12.549 11.837 13.276 -0.63 -0.11 -0.27
H 14.254 13.952 13.024 -0.49 -0.49 0.78
H 11.847 13.869 9.602 0.05 0.32 -0.01
H 15.095 15.357 11.444 -0.04 -0.22 -0.13
H 13.738 16.408 11.076 -0.20 -0.15 -0.15
H 14.342 15.289 9.808 0.07 0.18 0.16
C 13.087 9.392 -0.055 -0.63 0.32 -1.58
C 12.664 8.547 -1.328 1.09 0.44 2.17
N 13.014 9.284 -2.537 3.24 0.25 -1.50
C 12.231 10.029 -3.330 1.17 0.43 -2.58
C 13.053 10.483 -4.430 -2.60 -0.65 1.90
N 14.334 10.023 -4.228 -2.38 -0.31 1.33
C 14.290 9.322 -3.080 -0.44 -0.20 1.22
C 15.487 10.366 -5.033 1.81 0.99 0.53
H 13.043 8.908 0.921 0.15 -0.39 -0.40
H 12.377 10.218 -0.042 0.15 0.35 0.26
H 14.079 9.791 -0.268 0.02 -0.10 0.45
H 11.586 8.397 -1.263 0.15 -0.29 -0.56
H 13.274 7.644 -1.307 -0.36 -0.22 -0.16
H 11.179 9.974 -3.090 -0.07 0.69 -0.64
H 12.692 11.009 -5.301 0.42 0.02 0.04
H 15.138 8.984 -2.503 0.16 -0.43 -0.24
H 15.989 11.230 -4.598 -0.31 0.28 0.37
H 15.297 10.722 -6.046 -0.59 -0.83 0.04
H 16.287 9.631 -4.945 -0.56 -0.50 -0.46
C 16.972 17.299 7.091 0.63 -2.31 -0.19
C 18.121 16.780 6.186 -0.57 1.26 -1.09
N 18.571 15.405 6.397 1.84 -4.43 1.79
C 18.784 14.890 7.740 0.38 -1.46 -1.72
C 19.199 13.544 7.657 -0.71 2.60 0.96
N 19.266 13.226 6.364 0.01 1.87 -3.66
C 18.950 14.319 5.559 -0.83 0.50 3.06
C 19.788 11.961 5.765 -0.13 0.43 0.19
H 16.562 18.199 6.633 0.03 -0.09 0.46
H 17.213 17.330 8.153 0.24 0.76 -0.14
H 16.298 16.445 7.037 -0.88 0.37 -0.08
H 18.937 17.503 6.206 0.38 -0.45 -0.01
H 17.679 16.812 5.190 0.35 -0.11 -0.18
H 18.721 15.507 8.624 -0.20 0.06 -0.30
H 19.498 12.806 8.387 -0.05 -0.02 0.26
H 18.959 14.204 4.486 -0.41 0.59 -0.01
H 20.235 12.158 4.791 -0.09 0.48 0.10
H 18.976 11.250 5.611 0.13 -0.02 0.43
H 20.569 11.583 6.425 -0.37 -0.16 0.03
C 10.922 12.988 0.755 -0.37 1.59 1.06
C 10.118 13.973 1.734 0.68 -0.38 -0.61
N 10.763 14.083 3.046 4.06 1.95 3.35
C 10.419 13.532 4.255 -0.44 -1.19 0.38
C 11.297 13.826 5.258 -0.63 1.16 -1.03
N 12.174 14.776 4.742 0.44 -2.20 -2.34
C 11.950 14.869 3.388 -2.90 -1.72 0.47
C 13.343 15.351 5.452 0.02 1.74 -1.40
H 10.514 12.914 -0.253 -0.40 0.21 0.19
H 11.032 11.988 1.176 0.01 0.17 0.19
H 11.891 13.479 0.661 0.28 -0.48 -0.03
H 9.072 13.707 1.887 0.16 -0.18 0.13
H 10.124 15.018 1.425 -0.09 -0.26 -0.81
H 9.554 12.902 4.402 0.02 0.04 -0.35
H 11.232 13.558 6.303 0.15 0.17 -0.18
H 12.468 15.437 2.628 0.31 -0.03 0.40
H 13.039 16.398 5.431 0.39 0.21 1.21
H 14.261 15.383 4.866 -0.23 -0.73 -0.69
H 13.675 14.954 6.411 -1.18 -0.21 0.01
C 9.484 7.116 11.315 0.69 1.09 -0.10
C 8.899 5.980 12.107 -1.36 0.08 -0.82
N 9.356 4.722 11.550 3.46 -3.34 -1.83
C 8.640 3.586 11.137 1.52 -1.48 -0.68
C 9.509 2.623 10.620 1.85 2.05 0.57
N 10.852 3.166 10.663 -5.40 4.39 2.41
C 10.692 4.451 11.195 -1.60 -2.16 -0.26
C 12.097 2.667 10.246 1.19 -1.49 -0.37
H 9.842 6.923 10.304 0.03 -0.75 0.04
H 10.349 7.437 11.895 -0.08 0.63 -0.39
H 8.787 7.932 11.123 -0.03 0.12 0.71
H 7.817 5.929 11.986 -0.06 0.11 0.25
H 9.123 6.117 13.165 0.08 -0.52 -0.06
H 7.581 3.373 11.135 -0.06 0.75 0.63
H 9.386 1.620 10.239 -0.35 0.14 0.14
H 11.545 5.112 11.241 -0.17 0.34 0.41
H 11.908 1.626 9.988 0.41 0.06 -0.39
H 12.816 2.665 11.066 -0.10 0.11 -0.05
H 12.493 3.263 9.423 -0.01 -0.32 -0.04
C 18.666 5.165 3.333 0.18 -0.95 -1.47
C 19.918 5.751 3.951 -0.88 -0.79 0.64
N 19.932 7.198 3.878 1.36 3.73 -0.59
C 20.771 7.986 4.664 -0.08 2.20 -1.12
C 20.785 9.325 4.111 0.01 -3.04 1.80
N 19.973 9.335 3.020 -0.31 -2.66 0.07
C 19.492 7.999 2.909 -0.36 2.39 -1.16
C 19.632 10.555 2.148 -0.21 -1.99 0.99
H 17.811 5.837 3.259 -0.04 -0.01 0.58
H 18.429 4.211 3.805 -0.26 0.36 0.56
H 18.799 4.864 2.294 0.33 0.38 -0.26
H 20.875 5.394 3.572 -0.10 -0.23 -0.06
H 19.870 5.481 5.006 0.47 0.32 0.11
H 21.288 7.456 5.450 0.40 0.36 0.23
H 21.251 10.230 4.470 0.21 -0.38 -0.02
H 18.810 7.739 2.113 -0.03 -0.46 -0.24
H 20.479 11.104 1.737 0.35 -0.60 0.26
H 19.072 11.222 2.803 -0.37 -0.05 -0.45
H 19.073 10.075 1.344 -0.31 0.71 -0.03
C 13.178 4.162 2.231 1.00 -1.17 0.18
C 14.282 3.081 2.627 -1.07 0.95 0.05
C 14.872 2.407 1.398 0.32 -0.57 0.24
N 15.844 1.247 1.694 -0.02 0.38 1.31
C 17.074 1.883 2.417 -0.75 -0.60 -1.38
C 15.318 0.197 2.641 0.35 -0.72 0.29
C 16.232 -1.086 2.362 -1.16 1.29 0.74
C 16.782 -0.860 0.963 -0.29 -0.46 -0.14
C 16.226 0.484 0.418 0.76 -0.20 1.60
H 13.071 4.788 3.118 -0.09 0.37 -0.30
H 12.212 3.714 2.002 0.01 -0.24 0.06
H 13.478 4.709 1.337 0.14 0.38 0.28
H 13.779 2.360 3.271 0.03 -0.28 -0.11
H 14.979 3.587 3.295 0.39 -0.03 -0.36
H 15.443 3.065 0.743 -0.07 0.29 0.17
H 14.022 2.039 0.822 0.20 -0.47 -0.15
H 17.757 1.119 2.790 -0.18 -0.12 -0.27
H 16.708 2.450 3.272 0.16 0.17 -0.26
H 17.513 2.448 1.594 0.40 0.44 0.63
H 15.335 0.582 3.660 0.53 -0.03 0.04
H 14.248 0.084 2.464 0.06 -0.53 -0.56
H 17.097 -1.213 3.013 -0.47 0.42 0.56
H 15.660 -2.012 2.436 -0.17 0.25 0.03
H 17.864 -0.898 1.095 -0.04 0.28 -0.83
H 16.437 -1.752 0.440 0.40 0.48 -0.88
H 17.005 1.097 -0.036 -0.35 -0.17 -0.55
H 15.308 0.371 -0.159 0.27 0.09 -0.14
C 20.527 1.486 4.962 0.02 -0.77 0.01
C 19.880 1.847 6.305 0.27 -0.59 -0.03
C 20.957 2.054 7.347 0.30 0.22 -0.49
N 20.507 2.244 8.777 0.41 0.67 2.44
C 20.080 0.922 9.453 0.30 0.24 -0.67
C 19.461 3.338 8.958 -0.67 1.15 -0.59
C 20.211 4.694 8.694 -0.20 -2.41 -0.54
C 21.554 4.430 9.406 0.24 -0.80 -0.60
C 21.717 2.821 9.529 -0.62 2.29 1.17
H 20.861 0.449 4.943 0.06 -0.09 -0.02
H 21.384 2.103 4.692 0.03 0.31 0.24
H 19.796 1.604 4.162 -0.10 -0.03 -0.02
H 19.239 1.069 6.719 -0.55 -0.04 -0.66
H 19.295 2.728 6.041 -0.16 0.20 0.97
H 21.560 2.870 6.949 0.22 0.54 0.82
H 21.647 1.230 7.529 -0.08 -0.34 -0.88
H 20.761 0.126 9.153 -0.04 0.15 -0.41
H 19.059 0.670 9.165 0.13 0.13 -0.05
H 20.190 0.946 10.537 -0.26 0.69 -0.11
H 18.957 3.508 9.910 0.88 -1.26 0.87
H 18.598 3.067 8.350 0.29 0.23 -0.78
H 19.657 5.536 9.110 0.05 -0.08 -0.22
H 20.314 4.722 7.610 0.34 0.78 0.02
H 21.522 4.927 10.376 0.20 -0.45 0.18
H 22.387 4.855 8.846 -0.08 -0.04 -0.09
H 21.614 2.588 10.589 -0.41 -0.20 -0.07
H 22.718 2.456 9.299 -0.43 -0.20 -0.96
C 10.245 7.742 1.563 -0.08 0.23 -1.58
C 8.761 7.983 1.897 0.71 -0.64 0.93
C 7.968 6.690 1.649 -0.65 1.76 -0.04
N 6.546 6.742 2.232 0.30 -2.03 0.88
C 5.632 7.872 1.815 0.95 0.28 -0.79
C 6.673 6.698 3.757 -2.00 1.34 -0.61
C 5.314 6.121 4.198 0.12 0.69 0.35
C 5.062 5.029 3.201 -0.11 -2.33 -0.77
C 5.785 5.413 1.894 -0.23 0.66 -0.16
H 10.798 8.676 1.469 -0.09 -0.01 0.50
H 10.353 7.293 0.576 -0.10 -0.18 -0.23
H 10.772 7.060 2.230 -0.22 0.19 0.36
H 8.312 8.879 1.469 0.22 -0.16 -0.34
H 8.854 8.162 2.968 -0.70 0.19 0.26
H 8.516 5.916 2.186 -0.42 -0.42 -0.37
H 7.820 6.497 0.586 0.35 -0.21 0.03
H 5.943 8.818 2.257 0.04 -0.21 0.16
H 4.578 7.675 2.013 0.32 -0.26 0.30
H 5.747 7.959 0.734 -0.07 0.03 -0.03
H 6.785 7.737 4.068 0.31 -0.17 0.23
H 7.517 6.092 4.086 -0.09 -0.09 -0.32
H 4.428 6.753 4.137 0.57 0.91 -0.07
H 5.409 5.962 5.272 -0.21 -0.97 -0.06
H 4.044 4.748 2.932 -0.44 0.95 0.33
H 5.347 4.030 3.531 0.90 0.04 0.15
H 5.105 5.637 1.072 -0.20 0.34 0.26
H 6.389 4.634 1.429 0.73 0.21 0.65
C 15.099 12.385 7.966 -0.52 -0.55 -1.24
C 15.252 10.900 8.375 -0.92 -0.96 -0.89
C 14.764 9.852 7.251 0.81 -0.15 0.49
N 15.061 8.370 7.632 0.22 -0.18 -1.85
C 14.448 8.064 8.998 -0.17 -0.54 -1.36
C 14.594 7.474 6.380 0.80 -1.57 1.36
C 15.876 6.986 5.616 -1.76 1.06 -0.37
C 16.938 6.875 6.652 -0.16 -0.09 0.76
C 16.574 8.024 7.563 0.63 2.22 1.09
H 14.218 12.535 7.343 -0.47 -0.45 -0.04
H 15.870 12.670 7.250 0.46 0.23 0.46
H 14.924 13.124 8.748 0.69 -0.31 0.40
H 14.666 10.687 9.268 -0.22 0.11 0.04
H 16.273 10.636 8.654 0.23 0.22 -0.26
H 15.206 9.954 6.260 0.73 0.39 0.22
H 13.720 9.874 6.941 -0.28 0.28 0.98
H 13.454 8.511 9.002 0.06 -0.02 0.14
H 15.065 8.421 9.823 -0.01 0.23 -0.39
H 14.361 6.984 9.119 0.08 0.09 -0.23
H 14.257 6.575 6.897 -0.44 0.07 -0.01
H 13.810 7.873 5.737 0.13 0.53 0.49
H 15.714 6.036 5.108 -0.21 0.00 0.00
H 16.063 7.758 4.870 0.48 -0.10 -0.13
H 16.952 5.906 7.151 -0.17 -0.06 -0.14
H 17.912 7.020 6.184 0.13 0.13 0.36
H 16.910 8.036 8.600 0.24 -0.46 -0.16
H 16.989 8.929 7.119 0.25 0.05 0.12
N 10.209 14.814 8.149 -2.94 -3.20 -1.37
S 8.542 14.480 8.000 -2.31 -0.32 0.44
O 8.033 15.013 6.771 0.51 -0.35 0.67
O 7.661 14.521 9.191 2.85 0.06 -2.46
F 8.707 12.943 7.725 0.43 -0.56 -0.03
S 10.125 16.125 8.884 1.41 5.79 4.69
O 10.065 15.982 10.342 0.00 -0.07 -1.85
O 9.431 17.235 8.288 0.01 -1.37 0.22
F 11.659 16.576 8.692 0.55 -0.43 -0.25
N 11.398 8.718 5.561 -2.10 1.34 3.50
S 10.607 9.683 6.700 -3.14 -0.64 5.95
O 9.138 9.572 6.848 2.74 -0.34 -1.94
O 11.145 10.945 7.188 -0.25 -1.66 -1.69
F 11.003 8.727 7.991 0.32 -0.28 -0.67
S 11.731 9.899 4.633 4.42 3.50 -5.65
O 12.708 10.908 5.108 -2.28 -2.74 -1.20
O 10.650 10.332 3.781 0.05 0.12 1.04
F 12.553 8.975 3.578 0.11 0.32 0.67
N 13.121 6.849 11.399 2.20 -4.55 -2.79
S 13.370 7.744 12.551 -0.04 7.35 5.63
O 14.518 8.651 12.434 -0.94 -1.33 -0.05
O 13.109 7.182 13.842 -0.14 0.63 -0.67
F 12.168 8.808 12.273 0.14 -0.69 0.02
S 14.459 5.819 11.739 2.90 -4.72 -1.64
O 14.428 5.006 12.944 -0.62 1.92 -1.69
O 15.810 6.136 11.231 -3.24 0.74 0.83
F 13.998 4.706 10.612 -0.18 0.98 0.27
C 21.109 8.655 8.152 -0.14 -0.56 0.59
C 20.432 9.910 8.675 1.09 1.90 1.00
O 19.338 10.248 8.170 -1.60 -0.44 -0.47
O 21.059 10.700 9.458 -0.43 -1.22 -0.21
H 21.579 7.999 8.884 0.33 0.59 0.44
H 21.899 9.022 7.497 -0.05 -0.40 -0.29
H 20.403 7.961 7.698 -0.06 0.44 -0.67
C 14.602 3.307 6.437 -0.36 -0.21 -0.44
C 16.053 2.938 6.333 3.25 -2.64 0.16
O 16.293 1.692 6.651 -0.76 2.98 -0.60
O 16.927 3.740 5.862 -1.59 -0.36 0.50
H 14.224 2.579 5.720 -0.77 0.07 0.05
H 14.338 4.309 6.100 0.15 0.14 0.15
H 14.211 3.051 7.422 -0.04 0.13 -0.01
C 15.880 7.761 1.921 0.21 0.16 0.31
C 16.396 7.100 0.614 0.17 0.35 -0.26
O 17.502 6.567 0.540 1.65 -0.35 1.59
O 15.649 7.170 -0.367 -2.39 0.67 -1.04
H 16.625 7.958 2.692 0.43 -0.25 -0.12
H 15.139 7.128 2.409 -0.26 -0.12 -0.14
H 15.434 8.738 1.736 -0.24 -0.12 -0.29
C 24.687 5.520 5.406 1.04 0.51 -2.28
C 23.316 4.942 5.269 0.63 -1.50 -0.17
O 23.060 4.018 4.442 -0.16 0.87 0.68
O 22.560 5.487 6.084 -2.99 0.46 1.20
H 25.371 5.114 6.152 -0.36 -0.03 0.03
H 24.553 6.599 5.478 0.24 -0.01 0.64
H 25.098 5.397 4.404 0.82 -0.23 0.09
C 15.730 11.651 3.754 -0.01 -0.20 -0.25
C 15.548 13.069 3.240 0.43 1.11 -3.09
O 14.569 13.327 2.500 -1.54 -0.94 0.69
O 16.454 13.916 3.350 1.62 0.17 1.92
H 16.764 11.336 3.889 0.25 0.65 0.90
H 15.455 10.911 3.003 -0.99 0.20 0.04
H 15.082 11.652 4.631 0.23 -0.86 0.20
```
Forces are in eV/Å.

## Properties
Total charge   +4
HOMO-LUMO gap   4.18 eV
Energy   -9435.56701 hartree
E_HOMO   -12.0 eV
Energy relative to the best compared isomer or geometry (same formula, charge and spin)   19.2 kcal per mole